Entry 1:
Computed, not measured: a single C8H11N molecule in a non-equilibrium geometry, with the ωB97M-V functional and the def2-TZVPD basis.

```
20
Properties=species:S:1:pos:R:3:forces:R:3
N 0.239 -0.938 -2.373 -0.5 -0.1 -0.9
C 1.760 -2.495 0.311 1.7 -0.4 0.6
C 0.586 -1.017 -1.287 0.4 0.3 0.1
C -0.701 1.120 0.093 -1.0 2.6 0.1
C 0.518 1.107 0.607 0.3 -1.2 -0.4
C 1.174 -0.169 0.919 0.0 1.5 -0.7
C 1.173 -1.144 -0.012 0.8 -0.7 2.8
C -1.198 2.489 -0.373 0.0 0.6 -0.4
C -1.719 0.046 -0.014 -0.7 -1.3 -1.1
H -1.470 -0.866 0.508 0.9 -0.6 -0.4
H -1.814 2.259 -1.220 -0.2 0.2 -1.0
H 1.975 -2.997 -0.676 0.5 0.2 1.4
H -2.610 0.204 0.576 -0.7 1.2 -0.2
H 2.629 -2.418 1.136 -1.4 -0.1 -2.5
H 1.078 -3.138 0.851 -0.7 -0.1 -0.2
H -2.020 -0.198 -1.111 0.6 0.5 1.9
H 1.071 2.038 0.605 0.2 -0.1 0.4
H -0.417 3.275 -0.688 -1.0 -1.5 0.7
H -1.959 2.968 0.271 0.6 -0.2 0.3
H 1.705 -0.125 1.877 0.1 -1.0 -0.5
```
Positions in Å, forces in eV/Å.

Summary:
- Energy above the lowest of the compared OMol25 structures with the same formula, charge and spin: 82.7 kJ/mol
- HOMO-LUMO gap: 9.4 eV
- HOMO level: -8.966 eV
- E_tot: -9962.267 eV

Formally, the natural (NBO) partial charges of the atoms, in units of the elementary charge, are as follows:
1 N -0.317
2 C -0.621
3 C 0.275
4 C 0.069
5 C -0.269
6 C -0.120
7 C -0.159
8 C -0.644
9 C -0.683
10 H 0.224
11 H 0.215
12 H 0.232
13 H 0.229
14 H 0.226
15 H 0.224
16 H 0.246
17 H 0.217
18 H 0.218
19 H 0.219
20 H 0.220

=====

Entry 2:
Computed, not measured: a molecular structure, C8H11N in a non-equilibrium geometry, with the ωB97M-V functional and the def2-TZVPD basis.

```
20
Properties=species:S:1:pos:R:3:forces:R:3
N 0.560 -1.382 -3.223 -0.1 0.3 2.8
C 1.535 0.439 1.063 0.1 -1.6 0.3
C -1.681 0.539 1.525 0.7 -0.7 -1.5
C 0.344 -1.168 -0.597 0.6 -1.4 -1.2
C -0.925 -0.112 0.584 -2.6 2.6 4.1
C 0.416 0.247 0.032 0.0 0.2 0.2
C -1.122 -1.396 -0.109 0.3 0.1 -0.3
C 0.293 1.408 -0.945 -0.4 0.3 -0.7
C 0.500 -1.290 -2.056 0.3 -0.2 -2.3
H 1.455 1.339 1.640 -0.4 0.6 0.2
H -2.695 0.169 1.785 0.9 0.3 0.0
H 1.102 1.387 -1.682 0.0 0.1 0.1
H 2.524 0.447 0.610 0.1 0.0 -0.3
H -0.670 1.363 -1.521 0.8 0.0 0.5
H -1.338 1.500 1.957 -0.3 -0.8 -0.3
H -1.318 -2.265 0.526 0.2 0.1 -0.2
H 1.015 -1.870 -0.092 0.1 0.1 -0.2
H 1.546 -0.414 1.797 -0.1 0.7 -0.6
H 0.333 2.372 -0.409 -0.1 -0.4 -0.2
H -1.875 -1.314 -0.885 0.0 -0.2 -0.3
```
Positions in Å, forces in eV/Å.

Summary:
- Energy above the lowest of the compared OMol25 structures with the same formula, charge and spin: 31.7 kJ/mol
- HOMO-LUMO gap: 10.3 eV
- HOMO level: -9.524 eV
- E_tot: -9962.796 eV

Formally, the natural (NBO) partial charges of the atoms, in units of the elementary charge, are as follows:
1 N -0.331
2 C -0.596
3 C -0.412
4 C -0.313
5 C 0.061
6 C -0.099
7 C -0.442
8 C -0.603
9 C 0.293
10 H 0.219
11 H 0.206
12 H 0.222
13 H 0.216
14 H 0.223
15 H 0.205
16 H 0.232
17 H 0.254
18 H 0.211
19 H 0.221
20 H 0.234

=====

Entry 3:
Computed, not measured: a single C8H11N molecule in a non-equilibrium geometry, with the ωB97M-V functional and the def2-TZVPD basis.

```
20
Properties=species:S:1:pos:R:3:forces:R:3
N -2.146 -0.111 0.149 -0.9 -0.1 -0.2
C 1.965 0.430 1.542 0.0 0.0 -0.2
C 1.527 0.338 0.092 0.3 -0.3 0.4
C -0.272 1.048 -0.958 -0.3 0.4 -0.1
C 1.092 1.650 -0.612 -0.1 0.2 0.0
C -2.158 -2.490 -0.698 -0.3 -0.5 -0.2
C -1.009 0.758 0.317 0.4 -0.2 -0.4
C 0.120 -0.164 -0.163 -2.6 -1.7 0.0
C -1.677 -1.199 -0.237 3.5 2.2 0.5
H -1.036 1.461 1.137 0.1 0.0 0.1
H -2.744 -2.953 0.098 0.0 -0.1 0.0
H -2.799 -2.358 -1.570 0.0 0.0 0.0
H 1.044 2.519 0.044 0.1 0.1 0.0
H 1.685 1.886 -1.492 0.0 0.0 0.0
H 1.165 0.840 2.158 0.0 0.0 0.0
H 2.838 1.078 1.631 0.0 0.0 0.1
H -1.333 -3.148 -0.959 0.0 0.0 0.0
H 2.222 -0.556 1.927 0.0 -0.1 0.1
H -0.761 1.165 -1.912 -0.1 -0.1 -0.1
H 2.276 -0.194 -0.495 0.0 0.1 -0.1
```
Positions in Å, forces in eV/Å.

Summary:
- Energy above the lowest of the compared OMol25 structures with the same formula, charge and spin: 352.3 kJ/mol
- HOMO-LUMO gap: 9.1 eV
- HOMO level: -8.114 eV
- E_tot: -9959.473 eV

Formally, the natural (NBO) partial charges of the atoms, in units of the elementary charge, are as follows:
1 N -0.437
2 C -0.606
3 C -0.247
4 C -0.261
5 C -0.392
6 C -0.720
7 C -0.133
8 C -0.043
9 C 0.412
10 H 0.209
11 H 0.249
12 H 0.244
13 H 0.203
14 H 0.220
15 H 0.205
16 H 0.208
17 H 0.247
18 H 0.212
19 H 0.221
20 H 0.211

=====

Entry 4:
Computed, not measured: a single C8H11N molecule in a non-equilibrium geometry, with the ωB97M-V functional and the def2-TZVPD basis.

```
20
Properties=species:S:1:pos:R:3:forces:R:3
N -2.034 -0.198 2.417 -0.2 0.1 1.0
C -2.313 1.057 1.859 -1.1 1.4 -0.5
C -1.873 1.235 0.590 1.3 -1.8 2.2
C 1.282 1.097 -0.480 -0.4 -1.8 -2.0
C -1.092 -0.042 0.348 0.8 1.1 -3.4
C 0.181 0.050 -0.729 -2.3 0.8 3.4
C 1.542 -0.414 -0.414 0.1 0.3 1.8
C 2.100 -1.310 -1.480 -0.3 -0.2 -1.5
C -1.294 -0.812 1.594 1.6 -0.6 -1.2
H 1.583 1.574 -1.391 0.3 0.4 -0.2
H 1.325 1.688 0.400 -0.2 0.2 0.7
H 2.467 -0.775 -2.403 -0.5 -0.2 0.9
H -0.905 -1.840 1.655 -0.4 0.5 0.5
H -1.952 2.032 -0.098 -0.2 0.7 -0.4
H 3.001 -1.814 -1.095 -0.7 -0.5 -0.3
H -2.935 1.750 2.433 0.2 -0.3 -0.2
H 1.772 -0.684 0.661 -0.5 -0.1 -1.4
H -0.180 -0.131 -1.744 0.3 0.3 0.3
H -1.852 -0.520 -0.280 -0.2 -0.7 -0.3
H 1.177 -1.944 -1.846 2.4 0.5 0.8
```
Positions in Å, forces in eV/Å.

Summary:
- Energy above the lowest of the compared OMol25 structures with the same formula, charge and spin: 169.5 kJ/mol
- HOMO-LUMO gap: 10.0 eV
- HOMO level: -9.088 eV
- E_tot: -9961.367 eV

Formally, the natural (NBO) partial charges of the atoms, in units of the elementary charge, are as follows:
1 N -0.419
2 C -0.061
3 C -0.227
4 C -0.414
5 C -0.341
6 C -0.184
7 C -0.249
8 C -0.616
9 C 0.101
10 H 0.208
11 H 0.225
12 H 0.213
13 H 0.195
14 H 0.225
15 H 0.225
16 H 0.201
17 H 0.220
18 H 0.218
19 H 0.269
20 H 0.212